1.
Below is C4H8O in the gas phase, with properties calculated with ωB97M-V/def2-TZVPD.

Geometry (Å):
H: -1.108 0.158 -1.916
H: -0.847 -1.198 1.373
H: -1.686 0.356 1.228
O: -0.697 0.816 -1.342
H: 1.540 -1.358 0.062
H: -2.028 -0.934 0.077
C: -1.232 -0.462 0.660
H: 1.660 -0.275 -1.409
H: 1.063 0.672 1.492
C: 0.990 0.790 0.413
C: 1.221 -0.442 -0.429
H: 1.291 1.758 0.031
C: -0.167 0.121 -0.242

Frontier orbital gap ... 10.761 eV
LUMO level ... 1.03 eV
Charge ... 0
SMILES string ... CC1(O)CC1
F_max ... 0.00764 hartree/bohr
Energy ... -6324.1853 eV
HOMO level ... -9.731 eV
Energy relative to the best compared isomer or geometry (same formula, charge and spin) ... 0.983 eV

And the Löwdin charges, in e, turn out to be: atom 1 (H): 0.0998, atom 2 (H): 0.0847, atom 3 (H): 0.0870, atom 4 (O): -0.0002, atom 5 (H): 0.0988, atom 6 (H): 0.0773, atom 7 (C): -0.0213, atom 8 (H): 0.1029, atom 9 (H): 0.1061, atom 10 (C): -0.0862, atom 11 (C): -0.0702, atom 12 (H): 0.1077, atom 13 (C): -0.5864

=====

2.
Below is a molecular structure, C4H6O, with properties calculated with ωB97M-V/def2-TZVPD.

Geometry (Å):
H: -0.876 1.856 0.182
C: -0.685 1.003 -0.478
C: 0.873 -0.292 -0.373
H: 1.124 -1.423 1.305
C: 1.069 -0.343 1.072
O: 0.664 0.994 -0.958
H: 1.273 -1.047 -1.046
H: -1.183 -1.224 0.049
H: -1.414 0.980 -1.296
H: -0.307 -0.140 1.350
C: -0.539 -0.363 0.194

Frontier orbital gap ... 9.706 eV
LUMO level ... 0.99 eV
Charge ... 0
F_max ... 0.00857 hartree/bohr
Energy ... -6287.5452 eV
HOMO level ... -8.714 eV
Energy relative to the best compared isomer or geometry (same formula, charge and spin) ... 4.373 eV

And the Löwdin charges, in e, turn out to be: atom 1 (H): 0.1249, atom 2 (C): -0.1528, atom 3 (C): -0.3833, atom 4 (H): 0.0621, atom 5 (C): 0.0622, atom 6 (O): -0.0747, atom 7 (H): 0.1520, atom 8 (H): 0.1359, atom 9 (H): 0.1243, atom 10 (H): 0.1073, atom 11 (C): -0.1579

=====

3.
Below is C5H6 in the gas phase, with properties calculated with ωB97M-V/def2-TZVPD.

Geometry (Å):
H: 0.943 -1.433 1.132
C: 1.028 -1.054 0.005
H: 1.706 1.675 0.310
C: 0.702 1.489 -0.034
H: -0.100 2.261 -0.095
H: 2.128 -0.956 -0.366
H: -3.510 -0.446 -0.077
C: 0.201 0.230 -0.085
C: -1.279 0.077 -0.133
H: 0.661 -1.843 -0.739
C: -2.480 -0.001 0.081

Frontier orbital gap ... 10.072 eV
LUMO level ... 0.92 eV
Charge ... 0
SMILES string ... C#CC(=C)C
F_max ... 0.05177 hartree/bohr
Energy ... -5278.9251 eV
HOMO level ... -9.149 eV
Energy relative to the best compared isomer or geometry (same formula, charge and spin) ... 2.274 eV

And the Löwdin charges, in e, turn out to be: atom 1 (H): 0.1185, atom 2 (C): -0.0984, atom 3 (H): 0.0607, atom 4 (C): 0.0447, atom 5 (H): 0.0803, atom 6 (H): 0.0946, atom 7 (H): 0.0571, atom 8 (C): -0.4014, atom 9 (C): -0.1256, atom 10 (H): 0.0846, atom 11 (C): 0.0849

=====

4.
Below is C12H17NOSi in the gas phase, with properties calculated with ωB97M-V/def2-TZVPD.

Geometry (Å):
O: -0.586 1.227 -0.967
H: -0.691 -2.759 0.320
H: 6.743 -0.128 0.392
N: 0.714 1.297 -0.524
H: 5.428 -1.883 -1.115
C: 3.670 -0.853 -0.894
H: -2.851 2.143 -2.013
C: -3.074 -1.712 -0.865
H: -1.240 1.100 2.408
Si: -1.933 0.856 -0.119
C: -3.228 1.816 -1.113
H: -3.661 -1.019 -1.500
H: -2.070 2.440 2.001
C: -2.064 -1.109 -0.251
H: 1.255 -0.265 -1.670
C: 5.646 -0.050 0.156
H: -3.634 2.726 -0.536
C: -1.188 -1.821 0.809
H: -2.915 0.994 2.208
C: 5.030 -0.947 -0.730
C: 4.896 1.016 0.610
C: -2.091 1.339 1.686
H: -3.221 -2.718 -0.935
H: 3.001 -1.484 -1.447
H: 3.168 2.144 0.681
H: 5.483 1.661 1.414
C: 2.923 0.273 -0.508
H: -0.441 -1.207 1.156
C: 3.550 1.214 0.301
H: -1.840 -2.024 1.587
C: 1.528 0.425 -0.984
H: -3.992 1.259 -1.419

Frontier orbital gap ... 9.363 eV
LUMO level ... 0.44 eV
Charge ... 0
SMILES string ... C=C(C)[Si](C)(C)O/N=C/c1ccccc1
F_max ... 0.09232 hartree/bohr
Energy ... -24132.1762 eV
HOMO level ... -8.926 eV
Energy relative to the best compared isomer or geometry (same formula, charge and spin) ... 0.000 eV

And the Löwdin charges, in e, turn out to be: atom 1 (O): -0.2226, atom 2 (H): 0.1178, atom 3 (H): 0.1187, atom 4 (N): 0.0411, atom 5 (H): 0.1054, atom 6 (C): -0.0571, atom 7 (H): 0.0003, atom 8 (C): -0.0147, atom 9 (H): 0.0536, atom 10 (Si): 0.5309, atom 11 (C): -0.1272, atom 12 (H): 0.0518, atom 13 (H): 0.0595, atom 14 (C): -0.3352, atom 15 (H): 0.0888, atom 16 (C): -0.1013, atom 17 (H): 0.0774, atom 18 (C): -0.1015, atom 19 (H): -0.0070, atom 20 (C): -0.0811, atom 21 (C): -0.1113, atom 22 (C): -0.1708, atom 23 (H): 0.0251, atom 24 (H): 0.1022, atom 25 (H): 0.1072, atom 26 (H): 0.1425, atom 27 (C): -0.1970, atom 28 (H): 0.0115, atom 29 (C): -0.0371, atom 30 (H): 0.0466, atom 31 (C): -0.0755, atom 32 (H): -0.0410

=====

5.
Below is a molecular structure, C55H46KN5O2S2, with properties calculated with ωB97M-V/def2-TZVPD.

Geometry (Å):
C: 0.913 -1.954 -0.746
H: -5.444 -1.194 2.367
H: -0.464 -3.851 6.789
C: 2.183 -2.375 4.401
C: -2.328 0.559 3.926
C: -4.035 -0.667 -2.274
C: -3.782 0.088 2.023
H: -5.496 -2.473 6.929
C: -1.153 1.224 4.568
C: 2.511 -3.419 5.256
C: 1.101 1.290 -2.881
H: 1.284 1.679 -3.898
C: 0.903 -1.865 4.437
H: -4.854 7.019 3.735
C: 0.285 -3.435 6.127
C: 1.090 -2.704 0.433
H: 2.898 -1.963 3.706
C: -1.975 2.160 -2.406
C: 1.214 1.397 5.066
C: -0.305 3.051 5.957
H: 1.989 -3.229 0.720
H: 1.827 3.024 6.285
C: -3.801 3.612 1.596
H: 3.514 -3.826 5.234
H: 1.562 -4.949 8.038
H: 2.207 1.005 4.909
H: -0.858 -0.873 -1.533
H: 0.308 4.728 7.163
H: -5.985 -2.169 4.532
C: -2.665 0.722 2.609
C: -2.882 4.110 6.191
C: 1.000 2.514 5.808
C: -5.132 -1.686 4.988
H: 7.320 -1.300 -1.041
C: 1.931 -5.110 7.025
C: -5.329 -0.715 -1.799
C: 1.577 -3.962 6.127
H: 6.744 -0.012 0.966
C: -3.172 -0.253 4.740
H: -1.070 -2.018 5.282
H: -2.051 0.032 6.571
C: -0.708 2.940 -2.617
H: -1.571 6.256 3.289
N: 2.798 1.287 -1.079
H: 3.010 -5.250 7.076
C: -4.323 4.844 1.941
C: -4.588 -0.692 2.797
C: 6.065 -0.005 0.128
O: 1.757 -0.208 2.623
H: -3.212 3.673 -1.575
H: 5.808 -1.362 -2.995
H: -5.363 5.059 1.738
C: -5.349 1.667 -1.305
S: 0.456 -0.582 3.279
H: -3.970 0.199 0.966
H: -0.798 3.913 -2.129
H: -5.858 -1.657 -1.785
H: 4.631 1.259 1.104
C: 4.890 0.713 0.209
C: -0.059 -2.397 5.284
C: -3.734 -1.219 6.886
C: -1.034 -1.886 0.431
C: -3.391 0.569 -2.271
H: -0.593 3.139 -3.698
C: -4.117 7.139 2.940
N: -2.102 0.896 -2.669
C: -3.526 5.814 2.556
H: 3.202 -0.321 -3.793
C: -2.468 3.339 1.878
H: -5.852 2.553 -0.942
C: -4.302 -0.875 4.173
S: -1.774 1.747 1.441
N: 3.329 0.124 -2.900
O: -0.336 1.856 1.845
C: -4.859 -1.855 6.313
H: 1.492 -6.041 6.661
C: 6.394 -0.742 -1.019
H: -0.626 4.040 2.688
H: -3.529 2.487 4.988
C: -1.790 4.755 6.812
C: -4.044 1.704 -1.784
H: -4.427 2.861 1.134
C: -2.197 5.515 2.810
C: -1.395 2.402 5.341
H: -3.353 7.828 3.294
C: 0.124 0.753 4.446
N: 0.436 2.261 -2.027
C: 5.560 -0.782 -2.118
C: -0.113 -2.673 1.151
H: -2.067 -1.709 0.706
H: -6.994 0.357 -0.962
H: -3.522 -1.354 7.938
C: -2.689 2.966 5.474
C: -0.402 -1.454 -0.750
H: -3.874 4.528 6.277
N: -3.112 2.724 -1.890
C: -1.658 4.279 2.479
C: 4.383 -0.052 -2.024
C: -5.977 0.435 -1.322
C: -2.914 -0.443 6.123
C: -0.535 4.237 6.694
C: 2.412 0.907 -2.265
H: 1.648 -1.835 -1.534
H: -1.954 5.660 7.379
H: 0.467 0.405 -2.977
H: 1.112 2.929 -1.679
H: -4.624 7.601 2.094
C: 4.042 0.689 -0.891
H: -0.327 -3.238 2.050
H: -3.514 -1.547 -2.618
K: 1.064 0.542 0.553

Frontier orbital gap ... 5.684 eV
LUMO level ... 0.07 eV
Charge ... 0
F_max ... 0.03073 hartree/bohr
Energy ... -107323.7879 eV
HOMO level ... -5.618 eV
Energy relative to the best compared isomer or geometry (same formula, charge and spin) ... 1.152 eV

Atom charges from the Löwdin analysis, given in e for atoms 1 to 99: atom 1 (C): -0.2483, atom 2 (H): 0.1190, atom 3 (H): 0.1145, atom 4 (C): -0.0475, atom 5 (C): -0.1329, atom 6 (C): -0.0029, atom 7 (C): -0.0717, atom 8 (H): 0.1033, atom 9 (C): -0.1481, atom 10 (C): -0.0298, atom 11 (C): -0.1388, atom 12 (H): 0.1287, atom 13 (C): -0.3505, atom 14 (H): 0.0829, atom 15 (C): -0.0333, atom 16 (C): -0.1855, atom 17 (H): 0.1112, atom 18 (C): -0.3126, atom 19 (C): -0.0320, atom 20 (C): -0.1533, atom 21 (H): 0.0811, atom 22 (H): 0.1151, atom 23 (C): -0.0768, atom 24 (H): 0.1122, atom 25 (H): 0.0780, atom 26 (H): 0.1186, atom 27 (H): 0.0457, atom 28 (H): 0.1116, atom 29 (H): 0.1131, atom 30 (C): -0.2921, atom 31 (C): -0.0711, atom 32 (C): -0.0077, atom 33 (C): -0.0265, atom 34 (H): 0.0991, atom 35 (C): -0.0536, atom 36 (C): -0.0935, atom 37 (C): -0.2735, atom 38 (H): 0.0980, atom 39 (C): -0.1117, atom 40 (H): 0.0942, atom 41 (H): 0.1231, atom 42 (C): -0.1329, atom 43 (H): 0.1163, atom 44 (N): 0.0581, atom 45 (H): 0.0738, atom 46 (C): -0.0347, atom 47 (C): 0.0023, atom 48 (C): -0.0887, atom 49 (O): -0.6121, atom 50 (H): 0.1534, atom 51 (H): 0.1081, atom 52 (H): 0.1155, atom 53 (C): -0.0468, atom 54 (S): 1.0227, atom 55 (H): 0.0947, atom 56 (H): 0.1217, atom 57 (H): 0.0993, atom 58 (H): 0.1154, atom 59 (C): -0.0054, atom 60 (C): -0.0553, atom 61 (C): -0.0646, atom 62 (C): -0.1990, atom 63 (C): -0.2242, atom 64 (H): 0.1251, atom 65 (C): -0.0482, atom 66 (N): 0.1808, atom 67 (C): -0.2732, atom 68 (H): 0.1673, atom 69 (C): -0.3550, atom 70 (H): 0.1042, atom 71 (C): -0.1434, atom 72 (S): 1.0495, atom 73 (N): 0.1726, atom 74 (O): -0.6348, atom 75 (C): -0.0699, atom 76 (H): 0.0842, atom 77 (C): -0.0938, atom 78 (H): 0.1148, atom 79 (H): 0.1228, atom 80 (C): -0.0779, atom 81 (C): -0.2119, atom 82 (H): 0.0932, atom 83 (C): -0.0292, atom 84 (C): -0.1113, atom 85 (H): 0.0755, atom 86 (C): -0.2788, atom 87 (N): -0.0530, atom 88 (C): -0.0183, atom 89 (C): -0.2260, atom 90 (H): 0.0681, atom 91 (H): 0.0981, atom 92 (H): 0.1059, atom 93 (C): -0.0156, atom 94 (C): -0.2540, atom 95 (H): 0.1039, atom 96 (N): 0.1635, atom 97 (C): -0.0558, atom 98 (C): -0.1905, atom 99 (C): -0.1051

=====

6.
Below is a gas-phase ion, C29H29N2O2 (charge +1), with properties calculated with ωB97M-V/def2-TZVPD.

Geometry (Å):
H: -0.920 -0.277 -1.101
O: -1.270 -4.061 0.541
H: 2.545 -0.678 -4.375
C: 2.436 1.023 -0.698
C: 4.477 0.647 0.551
C: -1.001 1.648 3.856
C: 0.150 0.613 0.240
C: -3.711 1.860 -1.362
H: -0.005 1.329 -0.577
H: 1.460 -2.358 0.698
H: 1.015 -3.680 -0.386
H: -4.831 0.758 -2.914
C: 2.210 -2.194 -1.346
O: -2.937 1.446 -0.305
C: 4.194 -1.296 -3.126
H: 5.615 -2.009 -1.664
C: 3.724 0.035 1.554
C: 2.847 -1.169 -3.452
H: -1.672 3.571 4.539
C: -3.787 3.289 -1.540
C: 1.861 -1.653 -2.587
C: -0.247 -2.055 -0.507
H: -3.851 3.835 -0.594
H: -1.897 -0.118 1.569
C: 1.149 -2.586 -0.332
H: -3.625 -3.321 1.557
H: -3.820 -1.420 -1.626
C: -1.315 2.997 3.687
H: -0.585 3.280 0.370
H: -3.240 -1.955 2.622
H: 4.410 1.485 -1.433
C: 3.826 1.105 -0.593
C: -1.988 -0.583 0.583
C: -0.431 1.432 1.472
H: -4.674 3.526 -2.129
H: 4.959 -0.905 -3.795
H: -4.251 -1.674 1.183
H: -0.557 -2.218 -1.559
C: -4.207 0.763 -2.017
C: 2.330 -0.022 1.459
H: -2.908 3.653 -2.085
C: 3.572 -2.379 -1.049
H: -0.159 -0.121 2.968
H: 1.937 1.394 -1.599
C: 1.661 0.441 0.318
H: 4.210 -0.409 2.424
N: -2.222 -1.972 0.792
C: -3.711 -0.382 -1.327
H: -1.097 1.149 4.825
H: 0.810 -1.576 -2.864
H: 3.864 -2.818 -0.088
C: 4.557 -1.919 -1.928
C: -2.964 0.091 -0.266
H: -1.492 4.595 2.247
C: -3.407 -2.260 1.580
C: -1.217 3.552 2.406
C: -1.257 -2.858 0.306
C: -0.488 0.905 2.781
N: -0.640 -0.524 -0.142
H: 1.750 -0.410 2.291
H: 5.565 0.649 0.616
C: -0.750 2.788 1.331

Frontier orbital gap ... 9.070 eV
LUMO level ... -2.58 eV
Charge ... +1
SMILES string ... Cc1ccc([C@H]2N(C)C(=O)[C@H](Cc3ccccc3)[N@@H+]2C(c2ccccc2)c2ccccc2)o1
F_max ... 0.07944 hartree/bohr
Energy ... -37611.4339 eV
HOMO level ... -11.647 eV
Energy relative to the best compared isomer or geometry (same formula, charge and spin) ... 0.000 eV

And the Löwdin charges, in e, turn out to be: atom 1 (H): 0.1777, atom 2 (O): 0.1112, atom 3 (H): 0.1090, atom 4 (C): -0.0309, atom 5 (C): -0.0650, atom 6 (C): -0.0538, atom 7 (C): -0.1544, atom 8 (C): -0.2990, atom 9 (H): 0.1439, atom 10 (H): 0.1269, atom 11 (H): 0.1492, atom 12 (H): 0.1286, atom 13 (C): -0.2164, atom 14 (O): 0.0761, atom 15 (C): -0.0837, atom 16 (H): 0.1158, atom 17 (C): -0.0573, atom 18 (C): -0.0769, atom 19 (H): 0.1132, atom 20 (C): -0.0051, atom 21 (C): -0.0556, atom 22 (C): -0.0625, atom 23 (H): 0.0996, atom 24 (H): 0.1394, atom 25 (C): -0.0867, atom 26 (H): 0.1018, atom 27 (H): 0.1284, atom 28 (C): -0.0592, atom 29 (H): 0.1227, atom 30 (H): 0.1070, atom 31 (H): 0.1169, atom 32 (C): -0.0661, atom 33 (C): -0.1839, atom 34 (C): -0.1690, atom 35 (H): 0.0996, atom 36 (H): 0.1108, atom 37 (H): 0.1014, atom 38 (H): 0.1623, atom 39 (C): 0.0103, atom 40 (C): -0.0427, atom 41 (H): 0.0995, atom 42 (C): -0.0346, atom 43 (H): 0.1140, atom 44 (H): 0.1224, atom 45 (C): -0.1765, atom 46 (H): 0.1149, atom 47 (N): -0.0380, atom 48 (C): 0.0160, atom 49 (H): 0.1159, atom 50 (H): 0.1008, atom 51 (H): 0.1254, atom 52 (C): -0.0712, atom 53 (C): -0.2321, atom 54 (H): 0.1134, atom 55 (C): 0.0136, atom 56 (C): -0.0528, atom 57 (C): -0.3538, atom 58 (C): -0.0682, atom 59 (N): 0.1219, atom 60 (H): 0.1008, atom 61 (H): 0.1164, atom 62 (C): -0.0312